# C25H48FN3O17PS4

A cluster of 5 separate species, C25H48FN3O17PS4 in total (ωB97M-V/def2-TZVPD, the OMol25 dataset).

DFT total energy: -4458.40113 Eh
Total charge: -1
Orbital gap: 6.2 eV
Largest force on an atom: 4.474 eV Å⁻¹
HOMO energy: -4.5 eV
Energy above the lowest of the compared OMol25 structures with the same formula, charge and spin: 126.5 kcal per mole

XYZ file:
```
99
Properties=species:S:1:pos:R:3:forces:R:3
C -2.7234 -5.9120 -0.2546 -0.2 -0.9 -0.2
C -2.8533 -5.4015 -1.7681 0.1 1.0 0.3
C -3.1324 -3.7976 -1.8876 -0.2 -1.3 1.3
C -4.5064 -3.4488 -1.0928 -0.2 -0.6 -1.6
C -5.1060 -2.0026 -1.4548 -0.5 -1.8 -0.1
P -4.4663 -0.5554 -0.3855 -0.9 0.7 -0.9
F -3.0966 -1.4800 0.2370 -0.1 0.4 -0.3
C -5.4589 -1.0822 1.1545 -0.2 -0.9 1.5
C -5.0568 -0.2542 2.4950 -1.2 -1.1 -0.1
C -3.8694 -0.9973 3.2828 0.0 0.5 0.7
C -2.6561 -0.0483 3.7222 0.3 -1.5 0.8
N -2.0003 0.6912 2.5997 0.2 2.5 1.5
C -1.4680 1.9947 3.0228 -0.3 1.6 -1.3
N -1.6662 3.1231 2.3443 0.4 -3.0 1.1
N -0.6098 2.1384 4.2376 -1.7 -0.9 -1.5
C -3.3671 0.0986 -1.8479 -0.2 -0.3 -0.2
O -2.2404 0.8327 -1.2179 2.0 -0.8 -2.5
C -1.0618 0.5993 -1.9712 2.4 -0.5 -1.4
C -0.4503 1.6754 -2.9095 1.6 -3.4 0.4
C 0.8310 1.2979 -3.7005 -1.1 -2.3 1.8
C 1.5036 -0.0982 -3.6118 -2.9 0.1 2.1
C 0.8979 -1.1761 -2.6477 -2.2 3.9 -0.3
C -0.3666 -0.7884 -1.8450 1.3 1.5 -1.8
H -3.6103 -5.6289 0.4085 1.2 -0.3 -1.0
H -2.7097 -7.0641 -0.2901 0.1 1.6 0.2
H -1.7626 -5.5898 0.2749 -1.3 -0.2 -0.9
H -1.8464 -5.6245 -2.2878 -1.7 0.1 0.6
H -3.7384 -5.9201 -2.2901 1.5 0.5 0.7
H -2.2457 -3.2912 -1.3816 -1.2 -0.3 -0.9
H -3.1959 -3.5509 -2.9987 0.0 0.0 1.5
H -5.2732 -4.2253 -1.4909 1.1 1.0 0.6
H -4.3985 -3.6633 0.0192 0.0 0.6 -1.5
H -4.9525 -1.8517 -2.5895 -0.2 0.0 1.7
H -6.2516 -2.0534 -1.2958 1.7 0.1 -0.2
H -4.0539 0.6273 0.3375 0.6 0.1 0.3
H -5.5749 0.2439 -0.9189 0.0 -0.1 0.2
H -6.5810 -1.0470 0.9392 1.4 0.2 0.4
H -5.2244 -2.1857 1.4144 -0.4 1.6 -0.5
H -6.0049 -0.2999 3.1587 1.6 0.2 -0.8
H -4.8675 0.8529 2.2959 0.0 -1.5 0.1
H -4.3361 -1.3958 4.2645 0.9 0.5 -1.4
H -3.4450 -1.9019 2.7354 -0.7 1.4 0.4
H -1.8442 -0.7451 4.1663 -1.3 1.1 -0.5
H -2.9824 0.6366 4.5849 0.3 -0.7 -1.3
H -2.6434 0.8964 1.8192 0.3 -0.6 0.3
H -2.2454 2.9196 1.5082 0.1 0.0 0.6
H -1.2432 2.1047 5.0482 0.6 -0.2 -0.3
H 0.0750 1.3700 4.2587 -0.7 0.4 0.2
H -3.0182 -0.8067 -2.4479 0.0 1.4 0.7
H -3.9450 0.8257 -2.5282 0.9 -1.0 0.9
H -0.9049 2.7244 -3.0148 0.7 -1.9 0.2
H 1.2884 2.0926 -4.3725 -0.6 -1.2 1.0
H 2.4312 -0.4050 -4.2144 -1.6 0.8 1.0
H 1.3125 -2.2324 -2.5035 -0.5 1.8 -0.4
H -0.8252 -1.5514 -1.1175 0.6 1.4 -1.2
C 2.7005 1.2121 0.8546 -0.6 0.5 0.0
C 2.0335 1.1651 -0.5103 -0.2 -0.7 0.5
O 2.9924 1.7316 -1.4089 1.3 0.3 0.5
S 4.4828 1.3787 -0.8839 -1.1 0.1 0.0
O 4.9560 0.2304 -1.6020 0.2 0.8 0.5
O 5.2318 2.5967 -0.7910 -0.2 -0.9 -0.3
O 4.0769 0.9063 0.6135 0.4 -0.1 -0.8
H 2.6457 2.2154 1.2870 0.0 -0.1 0.0
H 2.2677 0.4938 1.5511 0.2 0.0 -0.1
H 1.1004 1.7271 -0.5373 0.2 0.0 -0.2
H 1.8448 0.1353 -0.8232 -0.1 0.2 0.1
C 5.1006 2.5127 5.6359 0.6 -0.2 0.1
C 5.3521 2.0473 4.2098 0.0 0.7 -0.2
O 4.4576 0.9521 4.0154 -0.5 -0.1 0.8
S 3.1128 1.2047 4.8868 0.3 0.1 -0.1
O 2.1153 1.7678 4.0238 0.8 -0.6 0.8
O 2.8748 0.0505 5.6985 -0.1 0.8 -0.8
O 3.6907 2.3919 5.8293 -0.3 -0.4 -0.7
H 5.6006 1.8611 6.3582 0.0 0.0 -0.1
H 5.4200 3.5430 5.7958 -0.3 -0.1 0.0
H 6.3838 1.7347 4.0496 -0.2 -0.2 0.0
H 5.0929 2.8277 3.4882 0.1 0.0 0.0
C 1.2602 5.4556 1.4536 -0.5 0.1 0.5
C 0.0410 5.0657 0.6351 0.0 -0.6 0.2
O -0.0230 6.0325 -0.4179 1.0 0.8 -0.1
S 1.4828 6.4909 -0.8071 -0.3 -0.4 0.2
O 1.9026 5.7365 -1.9506 -0.1 0.8 0.7
O 1.5485 7.9212 -0.7545 0.0 -0.9 -0.3
O 2.2333 5.8890 0.4994 -0.3 0.1 -0.9
H 1.0376 6.2949 2.1185 0.0 -0.1 0.0
H 1.6464 4.6214 2.0404 0.1 0.1 -0.2
H -0.8745 5.0755 1.2243 0.1 0.1 -0.2
H 0.1698 4.0790 0.1808 -0.1 0.0 0.1
C 5.4989 -2.7506 -4.1788 0.6 -0.1 0.1
C 5.7439 -3.2078 -5.6094 0.0 0.6 -0.1
O 4.8565 -4.3098 -5.8040 -0.4 -0.1 0.7
S 3.5158 -4.0693 -4.9204 -0.1 0.2 0.0
O 2.5102 -3.5102 -5.7728 0.6 -0.6 0.8
O 3.2936 -5.2290 -4.1114 0.0 0.7 -0.8
O 4.0922 -2.8831 -3.9763 -0.3 -0.4 -0.8
H 6.0091 -3.4017 -3.4634 0.0 0.0 -0.1
H 5.8114 -1.7185 -4.0157 -0.3 0.0 0.1
H 6.7771 -3.5115 -5.7780 -0.2 -0.2 0.0
H 5.4735 -2.4257 -6.3251 0.1 0.0 0.1
```
Forces are in eV/Å.